DFT (ωB97M-V/def2-TZVPD) results for a molecular structure, ITi at a distorted geometry.

Calculated values
- Relative energy (zero: lowest compared OMol25 entry of this formula, charge and spin): 0.3605 eV
- DFT total energy: -1147.046457 Eh
- 2S+1: 4
- Expectation value of S²: 3.759

Structure (XYZ):
```
2
Properties=species:S:1:pos:R:3:forces:R:3:mulliken_charge:R:1
Ti 0.465 -0.980 0.418 1.7 -3.6 1.6 0.21
I -0.465 0.980 -0.418 -1.7 3.6 -1.6 -0.21
```
Positions in Å, forces in eV/Å.